[1]
This record from OMol25 describes a 2-piece molecular cluster, C30H32N2O2 overall in a non-equilibrium geometry. The level of theory is the ωB97M-V functional and the def2-TZVPD basis.

LUMO level   -1.9 eV
Energy   -1422.204620 a.u.
Total charge   0
Strongest force on any atom   1.724 eV/A
Energy relative to the best compared isomer or geometry (same formula, charge and spin)   188.24 kJ/mol
Spin multiplicity   1

Cartesian coordinates (Å):
C  6.800  1.664  3.983
C  5.760  0.555  3.963
N  4.887  0.806  2.819
C  3.698  0.056  2.784
C  3.600  -1.213  3.393
C  2.404  -1.904  3.348
C  1.217  -1.280  2.864
C  -0.030  -1.955  2.940
C  -1.287  -1.314  3.047
C  -1.475  0.018  3.533
C  -2.728  0.606  3.514
C  -3.833  -0.081  2.969
N  -5.122  0.496  2.929
C  -5.509  1.330  4.073
C  -7.009  1.595  3.960
O  -7.304  2.262  2.726
C  -6.963  1.457  1.594
C  -5.501  1.007  1.607
C  -3.655  -1.396  2.477
C  -2.441  -2.034  2.626
C  1.337  0.017  2.272
C  2.568  0.627  2.156
C  5.573  0.870  1.527
C  6.744  1.846  1.603
O  7.557  1.660  2.766
H  6.297  2.641  4.140
H  7.540  1.484  4.779
H  6.263  -0.422  3.840
H  5.173  0.559  4.891
H  4.476  -1.673  3.860
H  2.344  -2.918  3.749
H  -0.037  -3.040  2.782
H  -0.619  0.575  3.914
H  -2.857  1.631  3.869
H  -5.280  0.801  5.010
H  -4.970  2.300  4.061
H  -7.562  0.634  4.036
H  -7.353  2.294  4.739
H  -7.611  0.558  1.549
H  -7.144  2.110  0.727
H  -4.863  1.877  1.337
H  -5.341  0.203  0.876
H  -4.502  -1.920  2.029
H  -2.312  -3.085  2.367
H  0.441  0.512  1.901
H  2.664  1.594  1.658
H  5.963  -0.138  1.273
H  4.852  1.178  0.756
H  7.426  1.667  0.757
H  6.350  2.880  1.572
C  -1.181  -3.135  7.093
C  -0.100  -2.775  6.244
C  0.010  -3.766  5.239
C  -1.047  -4.712  5.392
C  -1.806  -4.314  6.574
C  -2.907  -5.083  6.955
C  -3.259  -6.216  6.208
C  -2.524  -6.590  5.069
C  -1.436  -5.825  4.642
H  -1.519  -2.616  7.981
H  0.533  -1.898  6.337
H  0.786  -3.883  4.494
H  -3.482  -4.789  7.834
H  -4.124  -6.812  6.505
H  -2.819  -7.480  4.507
H  -0.887  -6.057  3.727

***

[2]
This record from OMol25 describes a 2-piece molecular cluster, CH2Cl3OPS2 overall in a non-equilibrium geometry. The level of theory is the ωB97M-V functional and the def2-TZVPD basis.

LUMO level (alpha / beta)   -2.2 / -1.1 eV
Energy   -2632.792924 a.u.
Total charge   0
Strongest force on any atom   3.925 eV/A
Energy relative to the best compared isomer or geometry (same formula, charge and spin)   274.51 kJ/mol
Spin multiplicity   1

Cartesian coordinates (Å):
C  -1.913  0.294  0.086
O  1.731  0.049  -1.364
P  0.894  -0.586  -0.102
S  1.089  -2.609  -0.076
S  1.822  0.016  1.679
Cl  -2.069  0.851  1.640
Cl  -2.253  -1.329  -0.210
Cl  -2.174  1.377  -1.285
H  1.260  0.730  -1.805
H  1.614  1.207  1.437

***

[3]
This record from OMol25 describes a 2-piece molecular cluster, C4H7ClN2 overall in a non-equilibrium geometry. The level of theory is the ωB97M-V functional and the def2-TZVPD basis.

LUMO level (alpha / beta)   1.0 / -1.9 eV
Energy   -726.155065 a.u.
Total charge   0
Strongest force on any atom   9.173 eV/A
Energy relative to the best compared isomer or geometry (same formula, charge and spin)   0.68 kJ/mol
Spin multiplicity   3

Cartesian coordinates (Å):
C  0.649  -0.137  -0.262
C  -0.455  -0.451  0.437
C  0.503  -0.414  -1.758
C  -0.430  -0.449  1.923
N  0.265  2.277  -0.563
N  -0.370  2.798  0.181
Cl  -2.002  -1.113  -0.164
H  1.689  0.090  -0.004
H  -0.401  -0.044  -2.155
H  0.686  -1.402  -2.121
H  1.180  0.182  -2.236
H  0.571  -0.747  2.227
H  -1.218  -1.123  2.337
H  -0.668  0.533  2.158

***

[4]
This record from OMol25 describes one molecule with the formula C6H6N2 in a non-equilibrium geometry. The level of theory is the ωB97M-V functional and the def2-TZVPD basis.

Structure (SMILES)   Nc1c#cccc1N
LUMO level (alpha / beta)   0.3 / 0.3 eV
Energy   -341.588086 a.u.
Total charge   0
Strongest force on any atom   4.323 eV/A
Energy relative to the best compared isomer or geometry (same formula, charge and spin)   353.06 kJ/mol
Spin multiplicity   1

Cartesian coordinates (Å):
N  -1.576  -1.491  -0.170
C  -1.019  -0.223  -0.143
C  -1.709  0.968  -0.010
C  -0.894  1.842  -0.463
C  0.393  2.228  -0.210
C  1.109  1.078  0.124
C  0.468  -0.164  0.233
N  1.165  -1.353  0.320
H  -2.591  -1.519  -0.097
H  -1.178  -2.123  0.515
H  0.837  3.212  -0.280
H  2.189  1.101  0.102
H  2.117  -1.333  -0.029
H  0.691  -2.223  0.110

***

[5]
This record from OMol25 describes C29H20ClN4O5RhS3 as an isolated structure. The level of theory is the ωB97M-V functional and the def2-TZVPD basis.

LUMO level   -1.5 eV
Energy   -3477.670870 a.u.
Total charge   0
Strongest force on any atom   0.832 eV/A
Energy relative to the best compared isomer or geometry (same formula, charge and spin)   0.00 kJ/mol
Spin multiplicity   1

Cartesian coordinates (Å):
Rh  -1.110  1.489  -0.108
O  1.074  6.853  -0.952
C  1.717  5.951  -1.667
O  2.671  6.230  -2.346
C  1.227  4.531  -1.624
C  1.788  3.498  -2.353
Cl  3.059  3.516  -3.466
N  1.113  2.354  -2.105
N  0.126  2.609  -1.224
C  0.183  3.900  -0.918
C  -0.755  4.343  0.169
O  -0.864  5.524  0.471
O  -1.374  3.370  0.723
C  1.413  1.036  -2.584
C  2.636  0.468  -2.258
C  2.912  -0.815  -2.697
C  1.970  -1.514  -3.446
C  0.759  -0.925  -3.769
C  0.474  0.365  -3.339
H  0.329  6.469  -0.402
H  3.351  1.018  -1.661
H  3.863  -1.270  -2.453
H  2.186  -2.520  -3.781
H  0.024  -1.464  -4.351
H  -0.461  0.845  -3.593
S  -2.890  2.174  -1.339
C  -3.702  0.674  -1.731
C  -5.052  0.780  -2.201
N  -6.139  0.888  -2.558
C  -3.089  -0.511  -1.581
S  -1.446  -0.633  -0.994
C  -3.731  -1.760  -1.866
N  -4.202  -2.787  -2.081
O  0.832  0.746  0.631
S  1.340  -0.268  1.645
C  1.053  -1.883  0.912
C  1.731  -2.959  1.718
C  0.995  -4.050  2.169
C  1.607  -5.060  2.897
C  2.961  -4.984  3.187
C  3.703  -3.899  2.740
C  3.092  -2.893  2.008
C  0.155  -0.237  3.020
C  -1.264  -0.298  2.563
C  -1.953  -1.484  2.438
C  -3.248  -1.504  1.904
C  -3.862  -0.336  1.505
C  -3.186  0.879  1.648
C  -1.896  0.899  2.172
H  1.478  -1.765  -0.089
H  -0.016  -2.048  0.804
H  -0.060  -4.120  1.929
H  1.025  -5.907  3.235
H  3.439  -5.772  3.753
H  4.761  -3.838  2.958
H  3.679  -2.053  1.655
H  0.379  0.725  3.485
H  0.447  -1.037  3.703
H  -1.494  -2.407  2.770
H  -3.769  -2.447  1.804
H  -4.862  -0.356  1.094
H  -3.671  1.816  1.410
H  -1.457  1.858  2.420

***

[6]
This record from OMol25 describes C13H15HgPSe2 as an isolated structure in a non-equilibrium geometry. The level of theory is the ωB97M-V functional and the def2-TZVPD basis.

LUMO level   0.1 eV
Energy   -5802.016533 a.u.
Total charge   0
Strongest force on any atom   1.051 eV/A
Energy relative to the best compared isomer or geometry (same formula, charge and spin)   0.00 kJ/mol
Spin multiplicity   1

Cartesian coordinates (Å):
Hg  2.648  0.497  -2.672
C  4.695  -0.127  -2.960
H  4.871  0.057  -4.024
H  5.326  0.494  -2.318
H  4.776  -1.185  -2.701
H  6.228  -2.388  -0.697
H  5.722  -2.380  -0.127
Se  0.182  1.276  -2.420
P  -0.019  0.228  -0.439
Se  1.830  -0.824  -0.004
C  -0.456  1.452  0.850
C  0.512  2.412  1.172
C  0.332  3.227  2.295
C  -0.822  3.091  3.082
C  -1.813  2.174  2.720
C  -1.636  1.348  1.601
C  -1.435  -0.925  -0.433
C  -1.547  -1.856  0.610
C  -2.602  -2.776  0.603
C  -3.515  -2.784  -0.460
C  -3.357  -1.889  -1.525
C  -2.298  -0.973  -1.532
H  1.414  2.475  0.554
H  1.094  3.962  2.558
H  -0.945  3.710  3.974
H  -2.724  2.087  3.318
H  -2.402  0.621  1.328
H  -0.793  -1.867  1.403
H  -2.721  -3.471  1.433
H  -4.353  -3.486  -0.459
H  -4.059  -1.897  -2.359
H  -2.133  -0.285  -2.370